# 1
Below is a molecular structure, C60H46FGeN2P3Sc, with properties calculated with the ωB97M-V functional and the def2-TZVPD basis.

Computed properties:
energy above the lowest of the compared OMol25 structures with the same formula, charge and spin = 1.285 eV
highest occupied orbital energy = -16.04 eV
maximum force = 0.56 eV/A
energy = -6384.2420 Eh

Structure (ORCA input):
```
! RIJCOSX wB97M-V def2-TZVPD def2/J DEFGRID3
* xyz 3 1
C -1.313 3.524 0.429
C 2.807 3.748 -2.499
C -1.282 1.871 -3.465
C -0.709 -3.288 3.845
C -2.577 3.257 0.962
C -3.019 4.016 -3.761
C 2.022 2.289 -0.238
C -3.098 4.087 1.939
C -0.595 2.658 4.577
C -1.102 5.439 1.865
H 2.380 -4.954 -4.005
C 1.797 -2.642 -1.604
C -4.611 -0.776 1.392
H 4.177 -2.850 -0.230
C 0.601 -4.690 -1.133
C -1.347 1.560 4.967
C -4.507 -0.410 -1.440
C 1.462 3.512 -2.265
H 1.428 0.118 -3.643
C 4.819 -2.277 1.728
C 3.753 -0.332 2.665
H 3.114 4.319 -3.366
H 5.529 -3.089 1.810
H -3.807 -3.674 -1.659
H 2.982 -2.639 -3.402
H 5.039 -0.333 -1.341
C 4.662 -1.379 2.773
C 4.602 0.961 -4.437
C 1.158 -4.673 4.454
C -3.660 -2.783 -1.050
C -4.942 -1.989 0.585
H -1.723 1.420 -5.514
H 5.251 -1.488 3.674
H -2.577 4.479 -1.713
C -4.860 -1.790 -0.990
H -3.691 4.855 -3.880
C 5.250 0.546 -3.282
C 3.375 2.530 -0.502
N -2.121 -0.894 -1.365
C 1.973 -4.511 -3.107
C -2.569 -2.765 1.264
P -0.578 -1.157 2.076
H 5.172 1.394 -5.248
H -0.808 -4.854 5.298
C 0.103 -2.591 2.941
H -5.406 -0.059 1.562
C -3.250 -0.010 -1.535
C -0.178 -4.323 4.597
C -6.042 -2.287 -1.688
C 3.146 -0.168 -2.362
H -5.306 0.288 -1.654
C -3.822 -3.062 0.514
C -2.324 -1.556 1.783
H -0.537 6.295 2.207
C 1.120 -5.247 -2.297
P -0.660 2.438 -0.836
C -2.781 3.159 -4.823
H -5.913 -2.390 0.868
H -4.083 3.896 2.345
P 2.193 -0.968 -1.070
Sc -0.233 -0.141 -0.426
C 1.444 -2.941 2.811
C -2.390 3.805 -2.538
C -1.908 2.083 -4.680
C 0.237 2.585 3.469
C 4.526 -0.017 -2.240
C -1.521 2.727 -2.387
C 0.939 -3.390 -0.791
H -3.160 2.413 0.607
C -2.359 5.178 2.389
C -1.295 0.400 4.215
F 2.906 2.538 2.435
C 3.158 -1.077 0.454
Ge 1.893 1.447 1.527
H -2.772 5.832 3.146
H 4.141 2.169 0.174
H -0.632 3.572 5.156
H 0.856 3.437 3.229
H -1.751 -3.028 3.975
C 3.759 3.257 -1.620
C 2.498 0.250 -3.524
H 0.868 -6.265 -2.567
H -3.274 3.328 -5.771
C 3.224 0.816 -4.559
H 3.008 -4.253 3.452
H 0.593 -2.994 0.164
N -6.964 -2.691 -2.238
H -0.593 1.034 -3.375
H -1.797 -3.529 1.256
C -0.488 0.325 3.078
H 3.657 0.366 3.488
H -3.200 0.366 2.442
C -0.571 4.609 0.886
C -3.395 -0.540 1.881
H -0.037 -5.280 -0.486
C 1.066 2.791 -1.140
H 0.407 4.825 0.471
H -1.895 -0.453 4.513
C 0.318 1.412 2.705
C 2.317 -3.208 -2.765
H -1.969 1.609 5.851
C 2.990 -0.161 1.509
H 4.809 3.443 -1.801
H -1.475 -2.820 -1.315
H 6.323 0.655 -3.193
C -2.341 -2.160 -1.302
H -4.167 -4.080 0.683
H 0.721 3.885 -2.961
H 1.569 -5.484 5.041
H 2.723 1.134 -5.463
H 2.088 -2.411 2.125
H -2.995 0.989 -1.842
C 1.966 -3.983 3.563
C 4.063 -2.132 0.573
*
```

Atom charges from the Löwdin analysis, given in e for atoms 1 to 2: number 1, C, carries -0.38; number 2, C, carries -0.02

=====

# 2
Below is a molecular structure, C60H46MoNOP2S, with properties calculated with the ωB97M-V functional and the def2-TZVPD basis.

Computed properties:
highest occupied orbital energy (alpha / beta) = -15.17 / -15.18 eV
maximum force = 2.83 eV/A
energy = -3592.0447 Eh

Structure (ORCA input):
```
! RIJCOSX wB97M-V def2-TZVPD def2/J DEFGRID3
* xyz 3 3
C -2.951 3.460 -0.621
H 0.286 -0.711 -5.759
C 3.371 -0.152 -2.439
C -4.088 0.210 1.133
H -2.151 -3.236 0.282
H 3.975 -4.929 -0.148
H -3.235 0.557 1.653
C -3.982 3.793 -2.783
H 5.166 0.422 -3.429
C 1.672 2.867 4.509
H 3.057 -2.935 -1.288
C -0.202 2.734 1.266
C 1.841 4.138 5.331
C 0.798 3.165 -1.328
C 3.305 0.014 0.001
C 2.016 3.478 -0.692
C -1.989 2.606 -1.144
C 0.869 -3.727 -4.344
C 2.606 -3.240 -0.338
H 2.735 1.317 5.506
C -3.940 4.034 -1.433
C 0.647 -3.737 4.295
C 4.692 0.299 -2.459
C -2.865 -1.964 -2.820
C 0.116 -2.519 3.850
H 1.301 6.144 4.545
H 0.534 -3.160 -6.321
C -5.354 0.432 1.620
H -4.657 4.708 -0.968
H 0.861 -4.128 -2.250
C 0.640 -1.093 -3.655
N -2.685 -0.831 -0.620
H -0.034 5.281 5.411
C 3.094 -5.834 2.451
H 2.912 -0.396 -3.400
C 2.131 1.560 4.641
H 2.294 -0.440 3.755
C -0.416 4.956 2.394
H -3.007 3.693 0.464
C -2.522 -3.238 -0.760
H 1.152 5.070 -4.100
C 0.893 0.823 2.679
C -2.177 2.194 -2.477
H 6.383 0.773 -1.222
H 5.238 0.410 0.918
C 2.714 4.791 -2.600
C -3.016 -4.369 -1.392
C 2.287 -5.672 3.742
H 2.974 -6.836 2.002
H -0.568 -1.952 4.533
H 0.447 -4.054 5.300
C 1.503 4.542 -3.217
C 0.591 -2.822 -5.318
P 1.135 -1.264 -0.984
H -1.038 4.528 0.414
C 1.492 -4.443 3.489
H -4.606 4.403 -3.461
C 1.730 -3.876 2.179
H -4.278 -5.038 -2.993
C -6.515 -0.085 0.945
H -3.247 2.513 -4.387
C 0.369 -1.970 2.593
H 4.177 -5.770 2.681
C -0.549 4.094 1.274
H -7.533 -0.016 1.344
C 2.990 4.198 -1.388
C -2.603 -2.003 -1.423
C 1.203 -2.646 1.664
H 3.967 4.356 -0.893
H 2.160 3.169 0.332
C 2.691 -0.347 -1.212
C 0.895 -3.356 -2.973
H -1.624 1.392 -2.952
C -3.958 -0.435 -0.125
H -4.961 -1.003 -1.946
C 0.576 3.644 -2.626
H -0.779 5.976 2.357
C -3.509 -3.080 -3.409
C 0.938 -1.976 -2.626
Mo -0.870 -0.270 -0.189
C 0.343 4.471 3.462
C 1.603 -2.476 0.249
C 0.918 3.170 3.365
H 1.655 -6.554 3.995
C 3.143 -4.408 0.294
C -6.323 -0.635 -0.309
H 2.877 4.485 5.215
C 0.557 2.210 2.361
C 4.681 0.345 -0.027
H -0.308 3.349 -3.173
C 5.353 0.486 -1.230
O -1.476 -0.258 3.270
S -0.415 -0.378 2.254
H -3.799 -3.022 -4.448
H 2.885 -5.491 4.657
C -3.117 2.823 -3.319
H -5.466 0.974 2.548
C -5.065 -0.699 -0.917
H 1.550 3.973 6.406
C 2.673 -4.715 1.549
H 2.778 -0.074 0.968
P -0.354 2.042 -0.385
H -7.187 -1.042 -0.876
C 0.829 5.124 4.690
H 3.398 5.518 -3.033
C -3.634 -4.251 -2.633
H -2.919 -5.299 -0.841
H 1.045 -4.781 -4.566
H 0.533 -0.028 -3.371
C 0.492 -1.472 -4.995
C 1.825 0.568 3.673
H -2.589 -1.145 -3.473
*
```

Atom charges from the Löwdin analysis, given in e for atoms 1 to 2: number 1, C, carries -0.09; number 2, H, carries 0.13

=====

# 3
Below is a molecular structure, C60H47ClGeLuN3P2S, with properties calculated with the ωB97M-V functional and the def2-TZVPD basis.

Computed properties:
highest occupied orbital energy (alpha / beta) = -0.85 / 0.94 eV
maximum force = 3.65 eV/A
energy = -7332.1741 Eh

Structure (ORCA input):
```
! RIJCOSX wB97M-V def2-TZVPD def2/J DEFGRID3
* xyz -2 1
H -2.376 2.532 0.174
C -7.962 -1.225 2.104
H -9.071 -1.236 1.970
H 6.219 -0.778 3.569
H 1.362 -4.264 -3.873
C 4.164 3.311 -1.154
C -3.257 3.011 0.664
Lu -0.605 -0.587 0.263
C 3.869 -2.112 2.543
H 1.629 -7.205 -0.477
H 4.139 -1.338 -5.386
H 8.755 -0.850 3.313
H -3.926 -1.955 -1.687
H 0.782 -2.828 -2.012
C -5.179 -1.264 2.204
C 2.284 -1.281 -2.500
C 0.759 -4.045 0.646
H 5.836 0.161 -0.642
C -5.540 0.892 -1.701
H -7.480 -0.651 -4.034
H -4.077 -1.122 2.365
C 2.282 1.871 -2.621
C -2.294 -2.920 -0.847
C 1.460 -5.257 0.448
C -5.602 3.029 1.205
C -7.304 -2.046 3.018
C 0.145 3.963 0.051
S -2.501 -4.549 -1.462
C -4.168 4.732 2.171
C -5.854 -0.400 1.283
N -3.428 -1.922 -0.766
C -7.256 -0.429 1.179
C -2.937 -0.556 -0.306
H -7.774 0.171 0.475
H 3.913 1.773 0.408
H 4.898 3.773 -0.529
C 2.729 1.351 -1.400
C 3.293 -0.939 -3.389
H -0.284 4.661 -1.905
H 8.201 0.142 -0.818
C -0.808 -4.842 -1.016
H -7.941 -2.693 3.674
C 8.626 -0.606 1.188
C 0.102 2.634 -0.433
H -0.265 7.128 -1.056
C -0.168 -6.084 -1.150
H 0.571 5.737 2.932
C 1.553 -2.509 -2.682
C -6.846 0.097 -3.549
H 3.870 -5.060 5.160
C 0.417 4.272 1.416
H -5.263 -2.764 3.657
C 3.599 -1.176 -0.137
H -4.136 -2.296 -0.083
Ge -4.650 0.591 0.004
C 2.749 -3.411 4.206
H 1.553 1.310 -3.159
H -2.087 4.509 1.650
H -6.187 4.411 2.652
C -0.298 -3.765 -0.200
C 6.669 -0.687 2.585
H 9.693 -0.739 1.015
Cl -0.681 -0.612 2.670
H 3.281 -2.229 0.040
C 6.440 -0.065 0.283
C 3.632 2.159 -0.606
C 4.939 -3.071 2.606
C 8.022 -0.743 2.436
H -5.605 3.169 -4.284
C -3.060 4.116 1.499
C -5.300 2.072 -2.407
C 2.748 3.151 -3.081
C -0.107 1.444 -0.645
H 2.390 -5.347 1.002
C 1.044 -6.265 -0.456
H 1.161 -3.397 1.445
H -4.024 5.694 2.632
P 2.067 -0.362 -0.971
C -0.049 6.288 -0.411
H 0.502 3.418 2.068
H -6.612 -0.994 -1.750
H 2.185 3.666 -3.841
C 0.486 5.589 1.854
H -7.013 1.423 -5.196
C 5.808 -0.395 1.455
N -1.183 -2.687 -0.132
H 5.712 -4.902 3.490
C -0.076 5.005 -0.872
C 3.903 -4.271 4.381
C -4.519 2.429 0.591
C -6.380 -0.063 -2.283
C 2.802 -2.894 -4.732
H -4.587 2.774 -1.990
C 1.836 -3.314 -3.820
P 3.996 -0.576 1.533
C 2.680 -2.446 3.250
C 0.465 7.955 1.423
C -5.882 -2.131 3.013
C 0.225 6.633 0.927
H 1.872 -3.549 4.966
H 2.925 -3.519 -5.597
H -6.620 2.593 1.220
H 4.161 4.823 -2.637
H 1.764 -1.798 3.146
C 3.423 -1.653 -4.584
C 7.795 -0.173 0.165
C -5.856 2.266 -3.672
C -5.371 4.151 1.973
H 4.550 -1.167 -0.777
N 0.487 9.025 1.879
H 5.637 -2.961 1.719
C 4.935 -4.166 3.492
C -6.602 1.259 -4.221
C 3.711 3.871 -2.344
H 4.051 -0.176 -3.198
H -0.707 -6.721 -1.872
*
```

Atom charges from the Löwdin analysis, given in e for atoms 1 to 2: number 1, H, carries 0.08; number 2, C, carries -0.13

=====

# 4
Below is a molecular structure, C60H50InN10O28S2, with properties calculated with the ωB97M-V functional and the def2-TZVPD basis.

Computed properties:
energy above the lowest of the compared OMol25 structures with the same formula, charge and spin = 0.935 eV
highest occupied orbital energy = -5.71 eV
maximum force = 5.09 eV/A
energy = -5956.0646 Eh

Structure (ORCA input):
```
! RIJCOSX wB97M-V def2-TZVPD def2/J DEFGRID3
* xyz -1 1
C -0.410 -4.421 2.924
C -5.172 4.158 -0.571
H -0.667 -3.018 -2.096
C 1.005 -4.176 -1.653
C 4.395 4.278 3.560
H 3.511 3.878 1.690
O -7.292 1.173 3.884
O -0.747 1.448 2.693
C -0.520 -2.295 -6.519
O 2.217 0.831 1.735
C -0.724 -5.713 2.578
H 6.025 -1.955 -0.566
C -3.506 6.362 -0.833
S -2.940 0.010 -1.344
H 3.907 -2.296 3.357
H 0.032 -6.419 -4.638
O 3.294 -0.954 1.352
C 4.092 -1.545 5.354
O -0.801 5.914 -0.426
O 2.697 0.512 -1.779
C 3.282 0.957 4.422
C 1.410 -6.080 -3.079
C -5.719 5.498 -0.693
O 0.946 3.459 1.227
C -2.543 0.085 4.509
H -4.773 0.404 1.220
C -3.800 3.971 -0.569
C -3.242 1.815 6.615
O 4.266 1.677 -0.497
N 0.869 4.225 2.200
N -1.447 4.943 -0.686
H 6.657 -5.526 -2.868
H -3.385 -3.810 -7.324
C 4.064 -0.431 6.157
H -6.768 5.737 -0.791
C -0.103 -3.881 -2.416
C 2.017 4.404 3.145
C -3.921 0.607 6.464
C 4.426 -2.467 -2.005
C 2.960 4.966 5.366
H -1.643 -6.886 0.914
H 3.844 -1.557 -1.974
H 3.309 -3.055 -3.655
O -4.298 -0.232 -1.519
H 4.486 -2.440 5.813
O -2.150 -1.171 -1.167
O 0.756 2.154 -3.953
H -3.389 -1.630 0.962
C -2.939 5.097 -0.731
H -1.115 -3.454 -8.257
H -5.752 3.252 -0.474
C 1.493 5.949 -6.632
O -0.958 2.870 -5.081
N 2.967 -0.053 2.130
N 0.243 -1.306 -4.327
O 2.064 -3.697 0.412
C -1.835 1.280 4.721
H -4.228 -1.164 5.407
C -4.978 -0.523 1.735
C -0.562 -4.743 -3.373
C 5.626 -2.677 -1.263
C 3.313 4.120 2.724
S 3.314 1.770 -1.550
C -2.738 -3.111 -6.814
C 6.071 -4.675 -2.554
N -0.144 -2.008 2.465
H 2.419 3.758 -3.568
In 0.120 0.955 -0.683
N -0.703 1.724 3.880
H -3.429 2.968 -0.415
O 0.242 2.301 4.400
H -3.514 2.478 7.423
H 0.493 -2.299 -6.893
H 3.868 5.620 -4.185
O -6.608 1.838 2.021
N 4.646 -5.394 -4.479
O 3.897 -5.040 -5.373
C -5.432 -2.602 3.446
H 4.964 4.630 5.637
C -3.600 -0.286 5.385
H -2.526 -1.338 -3.957
H -2.312 -5.105 -0.336
H -5.240 7.584 -0.912
O 5.190 -6.510 -4.465
C 0.213 -5.840 -3.744
C -1.405 -2.990 -7.326
H -0.359 -6.582 3.106
O 2.279 2.682 -1.239
C -3.094 -2.574 -5.583
C -0.726 -3.319 2.101
H 2.747 5.240 6.389
O 1.351 -1.456 -4.768
H 2.162 -6.821 -3.308
H 1.298 6.659 -7.422
C 2.212 4.408 -4.405
C 3.419 -0.141 3.541
C -2.205 2.164 5.755
H -4.732 0.314 7.114
H -1.685 -2.720 0.332
O -0.206 4.790 2.438
H 3.090 1.987 4.159
C 1.873 4.840 4.461
H -2.449 -0.486 3.598
C -0.830 -1.790 -5.233
O -2.686 0.760 -0.109
C 6.416 -3.832 -1.549
H 0.919 5.090 4.900
N 1.426 -3.240 -0.548
C 4.959 -4.455 -3.352
C 0.661 4.866 -6.283
H -1.445 -4.395 -3.889
O -1.052 3.798 -0.852
C -4.246 -1.653 1.619
C 4.199 4.698 4.877
H 0.131 -4.207 3.834
H -1.712 3.123 5.819
H -5.442 -3.438 4.129
H 3.294 7.108 -6.152
N 0.216 2.993 -4.681
C 3.798 -1.407 3.960
C -1.431 -3.594 0.912
O 4.178 2.193 -2.667
H 4.560 -0.571 7.106
H 3.617 1.670 6.368
C -6.071 -1.335 3.681
H -4.136 -2.605 -5.303
C -4.378 -2.687 2.542
C -4.856 6.576 -0.863
C 3.632 0.815 5.709
C 2.975 5.464 -4.771
C 1.028 4.128 -5.126
O 0.024 -1.115 1.624
O -2.311 0.803 -2.400
H 7.316 -3.975 -0.970
N -6.614 0.958 2.932
H -0.147 4.543 -6.923
H 2.691 -5.670 -1.502
H 5.406 4.046 3.261
C -1.757 -4.866 0.560
C 1.774 -5.324 -1.956
C -2.153 -1.838 -4.839
O 0.060 -0.835 -3.203
C -1.404 -5.928 1.350
H -3.788 -3.580 2.395
C 2.658 6.276 -5.884
H -2.864 7.229 -0.870
O 1.174 -2.029 -0.634
C 4.133 -3.353 -3.023
H -6.821 -1.212 4.448
O 0.160 -1.791 3.596
C -5.866 -0.288 2.777
*
```

Atom charges from the Löwdin analysis, given in e for atoms 1 to 2: number 1, C, carries -0.01; number 2, C, carries -0.03